Entry 1:
17
Properties=species:S:1:pos:R:3:forces:R:3:nbo_charge:R:1 method="wB97M-V/def2-TZVPD" lumo_ha=0.029 energy_ev=-8430.9253 relative_energy_kj_mol=30.40 homo_energy_ev=-9.61 fmax_ha_per_bohr=0.0073 homo_lumo_gap_ev=10.41
C -0.6952 -0.1578 1.8321 0.0 0.1 0.0 -0.60
C -0.2173 -1.4533 1.1671 0.0 -0.1 0.0 -0.46
C 0.8489 -1.2811 0.1071 0.0 0.1 -0.1 -0.09
C 0.8471 -0.4539 -0.9428 0.0 -0.1 0.2 -0.33
C -0.2671 0.4758 -1.2905 -0.2 0.0 -0.1 0.56
C 0.1302 1.8918 -1.6607 0.0 0.1 0.0 -0.72
O -1.4311 0.1277 -1.2860 0.4 0.1 0.1 -0.54
H -1.2092 0.4983 1.1272 0.1 -0.1 0.1 0.22
H -1.4076 -0.3885 2.6300 0.1 0.0 -0.1 0.21
H 0.1429 0.3912 2.2753 -0.1 -0.1 -0.1 0.20
H 0.1847 -2.1166 1.9408 0.0 0.1 -0.1 0.21
H -1.0781 -1.9761 0.7357 0.1 0.1 0.0 0.23
H 1.7454 -1.8861 0.2395 -0.1 0.1 0.0 0.20
H 1.7319 -0.3961 -1.5800 -0.2 0.0 0.2 0.22
H 0.4104 1.9328 -2.7199 0.0 -0.1 0.1 0.24
H -0.7230 2.5563 -1.5034 0.1 -0.1 -0.1 0.24
H 0.9872 2.2356 -1.0714 -0.1 -0.1 -0.1 0.22

Entry 2:
17
Properties=species:S:1:pos:R:3:forces:R:3:nbo_charge:R:1 method="wB97M-V/def2-TZVPD" lumo_ha=0.013 energy_ev=-8426.9160 relative_energy_kj_mol=417.24 homo_energy_ev=-8.30 fmax_ha_per_bohr=0.0068 homo_lumo_gap_ev=8.66
C 1.7478 -0.4935 -1.1654 0.0 0.0 0.0 -0.64
C 1.1952 -0.9299 0.1646 0.0 -0.2 -0.2 0.07
O 1.7002 -0.2514 1.3119 0.2 0.1 0.1 -0.48
C 0.3245 -0.1190 1.0388 -0.3 -0.1 0.0 0.07
C -0.2372 1.2593 0.6475 0.0 0.1 -0.1 -0.59
C -0.9459 0.8121 -0.5739 -0.2 0.0 0.3 0.19
C -2.2141 0.1134 -0.2380 0.0 0.0 0.0 -0.80
H 1.1147 -0.8450 -1.9847 0.1 0.0 0.1 0.23
H 1.8081 0.5944 -1.2294 0.0 -0.1 0.0 0.23
H 2.7524 -0.9118 -1.2911 -0.1 0.0 0.0 0.21
H 1.1113 -2.0112 0.2980 0.1 0.2 0.0 0.18
H -0.3247 -0.6668 1.7234 0.1 0.1 -0.1 0.19
H -0.8694 1.6170 1.4758 0.0 -0.1 -0.1 0.21
H 0.5840 1.9604 0.4720 -0.1 -0.1 0.0 0.23
H -2.9924 0.7501 -0.6855 0.1 0.0 0.0 0.27
H -2.2882 -0.8321 -0.7885 0.0 0.1 0.0 0.25
H -2.4663 -0.0460 0.8245 0.1 0.1 -0.1 0.18

Entry 3:
17
Properties=species:S:1:pos:R:3:forces:R:3:nbo_charge:R:1 method="wB97M-V/def2-TZVPD" lumo_ha=0.033 energy_ev=-8429.8123 smiles="CC(C)=C/C=C/O" relative_energy_kj_mol=137.79 homo_energy_ev=-8.17 fmax_ha_per_bohr=0.0613 homo_lumo_gap_ev=9.08
C 0.4088 1.9889 1.2658 1.1 1.3 0.9 -0.64
C -0.2151 0.8788 0.5170 -0.1 -0.3 -0.2 0.03
C -1.6518 0.5615 0.9030 0.9 -0.2 1.2 -0.66
C 0.5595 0.1059 -0.2557 -0.9 -1.0 0.3 -0.23
C 0.1072 -1.1634 -0.8507 1.1 0.9 -1.6 -0.25
C 0.9675 -1.7950 -1.6895 -0.9 -0.7 3.0 0.10
O 0.6954 -3.1352 -2.0008 0.1 1.1 -1.2 -0.70
H 0.1989 1.9622 2.3439 0.0 -0.5 -0.1 0.21
H 0.1404 3.0426 1.0728 -0.3 -0.5 -0.7 0.22
H 1.4983 1.9282 1.1517 -0.2 0.2 0.1 0.21
H -1.7093 -0.4743 1.2772 -0.2 0.1 -0.8 0.22
H -1.7644 1.0967 1.8589 -0.7 0.3 -0.6 0.21
H -2.4220 0.7967 0.1674 0.1 0.0 0.2 0.23
H 1.6355 0.2458 -0.3332 -0.2 0.5 0.0 0.20
H -0.9291 -1.4925 -0.7602 0.4 -0.1 0.2 0.22
H 2.0150 -1.4771 -1.7316 -0.3 -0.1 -0.5 0.16
H 0.4653 -3.0697 -2.9360 0.0 -0.8 -0.1 0.47

Entry 4:
17
Properties=species:S:1:pos:R:3:forces:R:3:nbo_charge:R:1 method="wB97M-V/def2-TZVPD" lumo_ha=0.041 energy_ev=-8430.0722 smiles="C1=CCOCCC1" relative_energy_kj_mol=112.71 homo_energy_ev=-9.28 fmax_ha_per_bohr=0.0377 homo_lumo_gap_ev=10.39
C -1.1785 0.8818 0.9026 0.5 -0.1 -0.1 -0.19
C -0.5658 1.6186 -0.0231 0.0 -0.1 0.1 -0.22
C 0.2671 1.0755 -1.1646 0.1 0.3 -0.1 -0.12
O 0.0417 -0.2740 -1.5145 0.0 0.1 -0.3 -0.53
C 0.8208 -1.1903 -0.7784 0.2 -0.1 -0.1 -0.07
C 0.6108 -0.9648 0.6935 -0.2 0.2 -0.2 -0.42
C -0.9165 -0.6253 0.9326 1.0 -0.3 0.0 -0.46
H -1.8199 1.4118 1.6190 0.3 -0.6 -0.1 0.21
H -0.6179 2.7076 0.0140 -0.2 -0.2 -0.1 0.20
H 1.3357 1.2427 -0.9511 -0.1 0.0 -0.1 0.17
H 0.0180 1.6428 -2.0654 0.1 0.1 0.1 0.20
H 1.8820 -1.1383 -1.0631 -0.1 0.1 -0.1 0.17
H 0.4427 -2.1869 -1.0367 0.1 0.2 -0.1 0.19
H 1.1893 -0.1240 1.1004 -0.1 -0.1 -0.3 0.21
H 1.0068 -1.8463 1.2440 -0.7 0.3 -0.2 0.21
H -1.6061 -1.1044 0.2098 0.6 -0.1 0.5 0.23
H -0.9103 -1.1264 1.8811 -1.6 0.4 1.0 0.22

Entry 5:
17
Properties=species:S:1:pos:R:3:forces:R:3:nbo_charge:R:1 method="wB97M-V/def2-TZVPD" lumo_ha=0.039 energy_ev=-8430.4624 smiles="C[C@H]1C[C@H]1CC=O" relative_energy_kj_mol=75.07 homo_energy_ev=-9.77 fmax_ha_per_bohr=0.0104 homo_lumo_gap_ev=10.83
C -2.2400 -0.1939 0.0863 0.0 -0.1 0.0 -0.61
C -1.1082 0.7340 -0.2896 -0.1 0.0 -0.1 -0.21
C -0.1039 1.2178 0.7199 0.0 0.1 0.2 -0.41
C 0.3484 0.3760 -0.4397 0.1 0.0 -0.1 -0.23
C 1.0176 -0.9532 -0.1910 -0.1 0.1 0.0 -0.51
C 2.5234 -0.7734 -0.1472 0.1 0.2 -0.1 0.45
O 3.0903 0.2700 -0.3669 -0.2 -0.5 0.1 -0.52
H -3.1024 0.4012 0.4108 0.1 -0.1 0.0 0.21
H -1.9795 -0.8685 0.9090 0.0 0.1 -0.1 0.20
H -2.5631 -0.8014 -0.7670 0.1 0.1 0.1 0.21
H -1.4144 1.4889 -1.0124 0.0 -0.1 0.1 0.21
H 0.1772 2.2651 0.7645 -0.1 -0.1 0.0 0.22
H -0.1242 0.7192 1.6890 0.0 0.1 -0.2 0.20
H 0.8476 0.9232 -1.2348 -0.1 0.0 0.1 0.23
H 0.8102 -1.6998 -0.9737 0.0 0.1 0.1 0.23
H 0.7077 -1.4205 0.7546 0.0 0.1 -0.1 0.23
H 3.1130 -1.6848 0.0881 -0.1 0.0 0.0 0.11

Entry 6:
17
Properties=species:S:1:pos:R:3:forces:R:3:nbo_charge:R:1 method="wB97M-V/def2-TZVPD" lumo_ha=-0.009 energy_ev=-8426.5031 relative_energy_kj_mol=457.07 homo_energy_ev=-8.74 fmax_ha_per_bohr=0.0135 homo_lumo_gap_ev=8.50
C -1.3291 1.0101 0.3754 0.5 -0.5 0.1 -0.63
C -0.1547 0.1291 0.7326 0.1 -0.2 -0.3 0.20
C 1.1417 0.3719 -0.0225 -0.1 0.0 0.5 -0.39
C 0.9976 0.0735 -1.5348 -0.3 0.0 -0.1 -0.58
C 0.4668 -1.2886 -1.5025 0.2 -0.3 -0.1 0.01
C -0.3680 -1.2201 1.2950 -0.2 0.2 0.1 -0.12
O 0.0077 -0.1104 2.1151 0.1 0.1 0.3 -0.49
H -1.1003 2.0349 0.5936 0.2 0.6 0.1 0.22
H -1.5847 0.9430 -0.6662 -0.1 -0.1 -0.6 0.21
H -2.1934 0.7383 0.9475 -0.5 -0.2 0.4 0.22
H 1.4589 1.4101 0.0988 0.0 0.0 -0.1 0.23
H 1.9182 -0.2635 0.4042 -0.1 0.0 0.0 0.23
H 1.9895 0.1190 -1.9456 0.5 0.0 -0.2 0.23
H 0.3712 0.8324 -2.0007 -0.1 0.2 0.0 0.19
H -0.6271 -1.2154 -1.5561 -0.3 0.0 0.0 0.08
H 0.3881 -1.9912 1.2167 0.0 0.0 -0.2 0.20
H -1.3823 -1.5730 1.4495 0.0 0.0 0.0 0.18